Molecular formula: C33H40BCrN10
Method: DFT, ωB97M-V/def2-TZVPD

Summary:
<S²> = 6.012
orbital gap (alpha / beta) = 8.09 / 8.83 eV
highest occupied orbital energy (alpha / beta) = -10.11 / -10.99 eV
strongest force on any atom = 0.178 eV/Å
total charge = +1
spin multiplicity = 5
calculated total energy = -78870.171 eV

Each line ends with the Mulliken spin population.
Element x y z (Å)
Cr (-0.13152, 0.12861, 0.33954)  3.76
C (-3.63607, -1.52278, 0.29975)  0.05
N (-2.18631, -1.81001, 0.44645)  0.04
C (-1.98408, -2.43388, 1.74023)  -0.01
C (-0.52995, -2.53654, 2.12772)  0.05
C (-0.14430, -3.50215, 3.04886)  0.00
C (1.16775, -3.54602, 3.47728)  0.01
C (2.06242, -2.61736, 2.96660)  0.00
C (1.60788, -1.70006, 2.04262)  0.04
N (0.33620, -1.65784, 1.60879)  -0.05
C (-1.65095, -2.66673, -0.60865)  0.03
C (-1.25978, -1.89153, -1.83898)  0.04
C (-1.50261, -2.39970, -3.10540)  0.00
C (-1.07916, -1.68570, -4.21271)  0.01
C (-0.41358, -0.48709, -4.01611)  0.00
C (-0.19798, -0.05530, -2.72096)  0.07
N (-0.61678, -0.73326, -1.64726)  -0.11
C (-4.13062, -1.44676, -1.12076)  0.03
C (-4.81137, -2.51292, -1.69904)  0.00
C (-5.22872, -2.40503, -3.01633)  0.00
C (-4.95644, -1.23564, -3.70704)  0.00
C (-4.28785, -0.21920, -3.03963)  0.00
N (-3.88279, -0.31603, -1.77798)  0.01
H (-3.84894, -0.57864, 0.80219)  -0.01
H (-4.20974, -2.31179, 0.80488)  0.00
H (-2.43172, -3.43902, 1.78125)  0.01
H (-2.50196, -1.84119, 2.49845)  -0.01
H (-0.88016, -4.20241, 3.42136)  0.00
H (1.48918, -4.28719, 4.19683)  0.00
H (3.09825, -2.59971, 3.27308)  0.00
H (2.27426, -0.95956, 1.62467)  0.00
H (-2.33746, -3.47821, -0.88116)  0.00
H (-0.74457, -3.14220, -0.22625)  -0.02
H (-2.03211, -3.33699, -3.21058)  0.00
H (-1.26592, -2.05785, -5.21153)  0.00
H (-0.05534, 0.10616, -4.84529)  0.00
H (0.34312, 0.85980, -2.52262)  0.00
H (-5.01828, -3.40706, -1.12491)  0.00
H (-5.76330, -3.21664, -3.49242)  0.00
H (-5.26821, -1.10523, -4.73401)  0.00
H (-4.06974, 0.71807, -3.53995)  0.00
C (2.35377, -2.20434, -1.52646)  0.03
C (2.87508, -0.91875, -0.96830)  0.03
C (4.20231, -0.48670, -0.87414)  0.01
C (4.14134, 0.75925, -0.27607)  0.01
C (5.24894, 1.70257, 0.05846)  0.00
N (2.84588, 1.02319, -0.02356)  0.03
N (2.06118, 0.00087, -0.45352)  -0.05
B (2.19558, 2.25106, 0.64822)  -0.03
N (1.05697, 2.79191, -0.23776)  0.07
N (-0.09126, 2.08736, -0.47896)  -0.18
C (-0.89462, 2.88236, -1.18194)  0.01
C (-2.24413, 2.45448, -1.63856)  0.04
C (-0.26457, 4.10788, -1.41329)  0.02
C (0.96833, 4.01231, -0.79961)  0.02
C (2.04941, 5.03658, -0.72409)  0.00
N (1.58822, 1.87325, 2.02518)  0.03
N (0.43829, 1.14928, 2.09524)  -0.08
C (0.09127, 1.07758, 3.37706)  0.01
C (-1.15037, 0.37251, 3.80676)  0.08
C (1.03565, 1.74660, 4.15750)  0.01
C (1.96598, 2.24296, 3.26238)  0.02
C (3.18343, 3.06140, 3.53184)  0.00
H (3.17049, -2.90588, -1.68660)  0.00
H (1.84824, -2.05282, -2.48185)  0.00
H (1.64086, -2.66462, -0.83879)  0.00
H (5.08727, -0.99982, -1.21112)  0.00
H (6.20289, 1.26070, -0.22121)  0.00
H (5.27607, 1.92614, 1.12490)  0.00
H (5.14035, 2.64771, -0.47372)  0.00
H (3.02384, 3.09336, 0.80791)  0.00
H (-2.60859, 1.58366, -1.09958)  0.01
H (-2.21988, 2.19589, -2.70041)  0.00
H (-2.95965, 3.26743, -1.51595)  0.00
H (-0.66084, 4.95555, -1.94590)  0.00
H (1.76068, 5.90581, -1.31098)  0.00
H (2.99153, 4.65329, -1.11533)  0.00
H (2.22253, 5.35864, 0.30298)  0.00
H (-1.82047, 0.24006, 2.95625)  -0.01
H (-1.67793, 0.95147, 4.56358)  0.00
H (-0.92156, -0.60646, 4.23463)  0.00
H (1.03279, 1.87871, 5.22598)  0.00
H (3.28072, 3.22891, 4.60216)  0.00
H (3.12691, 4.02978, 3.03484)  0.00
H (4.08634, 2.56144, 3.18086)  0.00

Cartesian forces (eV/Å) of the 3 atoms listed first:
0.1 0.0 -0.1
-0.1 -0.2 0.0
-0.1 0.1 -0.1


Molecular formula: C4H12O3
Method: DFT, ωB97M-V/def2-TZVPD

Summary:
SMILES = C/C=C/CO.O.O
orbital gap = 9.65 eV
highest occupied orbital energy = -8.87 eV
strongest force on any atom = 1.171 eV/Å
total charge = 0
spin multiplicity = 1
calculated total energy = -10483.852 eV

Each line ends with the Mulliken charge.
Element x y z (Å)
C (1.24959, -0.25260, 1.95659)  -1.21
C (0.62820, 0.23687, 0.65669)  -0.16
C (-0.08195, -0.56093, -0.12709)  -0.20
C (-0.64162, -0.13428, -1.43489)  -0.15
O (-1.91913, -0.72821, -1.72694)  -0.54
H (1.70433, 0.59881, 2.45659)  0.34
H (0.48983, -0.60339, 2.65884)  0.30
H (1.97932, -1.02556, 1.77449)  0.30
H (0.65224, 1.30058, 0.43583)  0.32
H (-0.24610, -1.57960, 0.20362)  0.24
H (0.06053, -0.33183, -2.24190)  0.15
H (-0.84334, 0.93022, -1.47276)  0.30
H (-1.90924, -1.61916, -1.36138)  0.29
O (2.48526, 1.09150, -2.25211)  -0.61
H (2.49861, 0.95992, -3.20711)  0.31
H (3.30282, 0.65728, -1.98341)  0.30
O (-2.73363, 0.34717, 1.86187)  -0.58
H (-3.36444, -0.36324, 1.69114)  0.30
H (-3.31127, 1.07645, 2.11195)  0.29

Cartesian forces (eV/Å) of the 3 atoms listed first:
-0.6 1.0 -0.2
-0.5 -0.4 0.6
0.3 0.5 0.2


Molecular formula: C3H4N4
Method: DFT, ωB97M-V/def2-TZVPD

Summary:
orbital gap (alpha / beta) = 7.72 / 7.72 eV
highest occupied orbital energy (alpha / beta) = -8.38 / -8.38 eV
strongest force on any atom = 4.618 eV/Å
total charge = 0
spin multiplicity = 1
calculated total energy = -9131.124 eV

Each line ends with the Mulliken charge.
Element x y z (Å)
C (2.51032, 0.38538, -0.02035)  0.08
C (-2.22966, 0.44693, 0.07491)  -0.26
C (1.14157, 0.21905, 0.15186)  0.15
N (3.66231, 0.37211, 0.02452)  -0.40
N (-1.75769, -0.71256, 0.36533)  -0.34
N (-0.70467, -1.31948, -0.18125)  -0.64
N (0.50335, -0.84415, -0.31222)  0.34
H (-3.26449, 0.63837, 0.37773)  0.27
H (-1.52396, 1.18686, -0.34690)  0.26
H (0.57970, 1.14786, 0.73328)  0.24
H (1.08321, -1.52037, -0.86691)  0.30

Cartesian forces (eV/Å) of the 3 atoms listed first:
0.8 -0.9 0.5
1.8 -0.4 0.5
-2.4 3.6 1.7


Molecular formula: C3H11N3S
Method: DFT, ωB97M-V/def2-TZVPD

Summary:
SMILES = CCSNN(C)N
orbital gap = 8.98 eV
highest occupied orbital energy = -8.26 eV
strongest force on any atom = 5.899 eV/Å
total charge = 0
spin multiplicity = 1
calculated total energy = -18591.209 eV

Each line ends with the Mulliken charge.
Element x y z (Å)
C (-0.37370, 0.08433, 1.97950)  -0.93
C (0.33925, -1.20881, 1.65967)  -0.30
S (-0.40738, -2.06610, 0.20582)  -0.07
N (0.40665, -0.97744, -0.89401)  -0.60
N (-0.40576, 0.35324, -1.04200)  0.45
C (0.57279, 1.34351, -1.18881)  -0.87
N (-1.37606, 0.38977, -1.92336)  -0.76
H (-0.66612, 0.76928, 1.09665)  0.24
H (-1.42689, 0.04019, 2.46792)  0.28
H (0.14704, 0.80700, 2.62794)  0.31
H (0.31454, -1.92230, 2.50417)  0.34
H (1.31368, -0.86969, 1.26368)  0.22
H (0.35660, -1.53475, -1.71374)  0.31
H (0.75397, 1.47240, -2.38129)  0.31
H (0.09551, 2.26136, -0.77275)  0.28
H (1.43892, 1.04727, -0.63336)  0.29
H (-0.91964, 0.38120, -2.84239)  0.23
H (-1.83462, -0.55826, -1.92867)  0.26

Cartesian forces (eV/Å) of the 3 atoms listed first:
-3.3 2.7 0.3
-0.6 0.3 -0.4
0.7 1.1 0.6


Molecular formula: C5H12NO
Method: DFT, ωB97M-V/def2-TZVPD

Summary:
SMILES = CCNCCC[O-]
orbital gap = 5.60 eV
highest occupied orbital energy = -2.02 eV
strongest force on any atom = 5.583 eV/Å
total charge = -1
spin multiplicity = 1
calculated total energy = -8914.712 eV

Each line ends with the Mulliken charge.
Element x y z (Å)
C (-0.34875, -0.78696, 2.74112)  -0.98
C (0.68448, -0.52441, 1.54294)  -0.70
N (0.08269, 0.37031, 0.55112)  -0.37
C (0.95879, 0.50780, -0.65667)  -0.47
C (0.15374, 0.17094, -2.02827)  -0.50
C (-1.21523, 0.77544, -1.94082)  -0.49
O (-1.91230, 1.01422, -3.14085)  -0.92
H (-1.32592, -1.00915, 2.48766)  0.40
H (-0.12935, 0.15652, 3.33477)  0.21
H (0.14509, -1.65098, 3.32172)  0.26
H (1.56488, -0.17903, 2.05544)  0.39
H (0.89732, -1.35547, 1.02243)  0.55
H (-0.68353, -0.20034, 0.16072)  0.09
H (1.81810, -0.20936, -0.64406)  0.31
H (1.30382, 1.60460, -0.75729)  0.26
H (0.13674, -0.98502, -2.35312)  0.21
H (0.78372, 0.60081, -2.85560)  0.32
H (-1.18958, 1.75253, -1.40412)  0.19
H (-1.72471, -0.05245, -1.43712)  0.25

Cartesian forces (eV/Å) of the 3 atoms listed first:
5.5 0.6 0.8
-3.0 2.0 1.9
0.5 -0.4 -0.7


Molecular formula: C5H8O2
Method: DFT, ωB97M-V/def2-TZVPD

Summary:
SMILES = C=C1[C@H]2O[C@H]2[C@H]1O.[H][H]
orbital gap = 10.74 eV
highest occupied orbital energy = -9.73 eV
strongest force on any atom = 0.446 eV/Å
total charge = 0
spin multiplicity = 1
calculated total energy = -9405.742 eV

Each line ends with the Mulliken charge.
Element x y z (Å)
C (1.93702, -0.35574, -0.43192)  -0.88
C (0.69638, -0.18665, 0.00403)  0.26
C (0.07251, 0.81180, 0.93111)  -0.14
O (-1.28847, 1.02912, 0.51472)  -0.44
C (-0.99402, -0.14336, 1.26766)  -0.35
C (-0.49776, -1.15107, 0.20384)  -0.14
O (-1.38952, -1.35370, -0.85108)  -0.53
H (2.68703, 0.42410, -0.31546)  0.27
H (2.24895, -1.27577, -0.92041)  0.27
H (0.53511, 1.60821, 1.50571)  0.46
H (-1.53257, -0.30840, 2.19527)  0.43
H (-0.19502, -2.13681, 0.57562)  0.42
H (-1.70962, -0.46982, -1.09519)  0.35
H (-0.06612, 1.73808, -2.14094)  0.22
H (-0.54365, 1.90067, -1.59589)  -0.22

Cartesian forces (eV/Å) of the 3 atoms listed first:
-0.2 0.1 0.0
0.3 -0.1 0.1
0.4 0.2 0.0